No. 1
Here is a cluster of 13 separate species, C5H38N2O13 in total from the Open Molecules 2025 dataset. Energies are from ωB97M-V with the def2-TZVPD basis set.

Properties
2S+1: 2
Gap between HOMO and LUMO (alpha / beta) in Eh: 0.3682 / 0.1856
ΔE to the lowest compared entry with this formula, charge and spin in kJ/mol: 318.4
Charge: +1

The geometry in XYZ format:
```
58
Properties=species:S:1:pos:R:3:forces:R:3
O -1.053292 -4.116449 -0.489950 0.023 0.851 -0.326
H 1.350756 -4.076860 1.723711 0.078 -0.102 -0.070
H 0.506951 3.432756 3.545678 0.457 -0.124 -0.065
C -0.259294 -0.719926 -1.229890 0.305 0.779 -0.159
O 0.380645 2.542109 3.199946 -0.379 -0.768 0.163
H 2.777447 1.819051 1.134393 0.590 0.422 -0.965
O 2.815667 -0.916576 -1.866064 0.277 0.547 0.199
H 3.179473 -2.604532 -1.207634 0.368 -0.266 -0.174
H -2.650918 0.805851 0.949605 0.286 -0.181 -0.002
C 0.239514 0.521051 -0.400410 0.080 -0.721 -1.045
H 1.928593 0.973702 -1.536086 -0.138 -0.218 -0.043
H -1.237155 3.472347 2.698304 -0.297 0.129 -0.245
H -2.390617 3.037438 1.850404 -0.023 0.374 0.330
H 0.435636 -1.549488 -1.148666 -0.011 -0.072 -0.170
H 3.340126 -0.410581 -2.497690 -0.037 -0.256 -0.180
C 0.618064 -1.090012 2.950967 -0.915 1.533 1.646
H 1.110534 2.333171 2.597122 0.101 1.045 0.165
O -2.400153 1.210673 1.791159 -0.590 -0.120 0.049
H 1.079936 -3.600113 -3.036529 0.032 -0.208 0.379
H -0.234909 -3.063486 -3.580910 -0.131 -0.047 0.136
H -0.332878 -0.337713 -2.244581 0.356 -0.396 -0.225
H 1.292086 -1.900872 3.242289 -0.275 -0.509 -1.011
C 0.501874 2.358153 -1.996290 -0.794 -0.218 -1.771
C 1.042524 0.000797 0.800305 -1.652 0.669 0.742
H -3.492458 1.410199 -1.901038 0.548 0.455 -0.495
O -2.675776 4.072300 -0.728543 0.236 0.052 -0.548
O -1.986644 3.846468 2.209484 0.224 -0.070 -0.170
H 2.023418 -1.241782 -2.305184 -0.025 -0.029 -0.406
H -3.045846 3.224016 -0.475146 0.069 -0.030 0.222
O 2.610087 2.695337 1.469964 -0.247 0.198 1.321
N 0.192160 -0.901918 1.596084 3.891 -0.972 -0.560
H -0.277667 -1.189846 3.580762 0.032 -0.255 -0.010
H -1.873362 1.197421 -1.746605 -0.401 0.860 -1.147
H 2.059979 -3.120962 -0.362650 0.426 -0.751 -0.003
H 0.270506 -3.967274 0.574660 -0.291 -0.129 -0.087
H -3.136057 -2.027256 1.708359 0.357 0.255 0.136
H 0.133926 -1.801338 1.085861 -1.009 -0.358 0.267
O 2.786735 -3.442050 -0.930352 -0.442 0.500 0.058
O -2.760506 0.926692 -1.517027 -0.414 -1.269 1.535
O -0.355510 1.736420 -3.013420 0.016 -0.316 0.279
H -1.724695 -3.439550 -0.308176 -0.354 -0.469 0.365
H -0.666409 -3.765274 -1.320774 0.118 -0.601 0.009
H 1.247451 2.870230 -2.583565 0.461 0.540 0.398
H -1.521890 0.968892 2.091620 0.073 -0.032 -0.255
O -3.052941 -1.905355 0.760455 -0.323 -0.485 -0.750
H -0.672338 1.065136 -0.155079 0.375 0.365 0.681
H -1.920769 4.228341 -0.149390 -0.302 -0.001 0.404
H -1.277095 -1.093959 -1.091888 0.051 0.227 0.618
H 0.057770 1.771259 -3.877882 0.022 0.008 -0.096
H -0.229979 3.050748 -1.580607 0.531 0.022 0.884
H -2.247711 -1.456045 0.499385 -0.009 0.255 0.589
O 0.248412 -3.194173 -2.753905 0.253 0.115 -0.744
H 1.113779 -0.184907 3.303851 -0.173 0.118 -0.091
H 1.901374 -0.569492 0.425990 -0.118 -0.439 -0.107
N 1.123162 1.425507 -1.132719 -0.612 0.225 0.702
H 1.443508 0.765127 1.465534 -0.515 -0.074 -0.190
H 2.706367 3.404212 0.830548 0.092 -0.451 -0.438
O 0.958426 -3.477637 1.082227 -0.250 0.394 0.268
```
Forces are in eV/Å.

Atom charges from the natural (NBO) analysis, given in e for atoms 1 to 8: atom 1 (O): -0.965, atom 2 (H): 0.507, atom 3 (H): 0.497, atom 4 (C): -0.712, atom 5 (O): -0.991, atom 6 (H): 0.474, atom 7 (O): -0.973, atom 8 (H): 0.478


No. 2
Here is the molecule C3H7NO2S2 from the Open Molecules 2025 dataset. Energies are from ωB97M-V with the def2-TZVPD basis set.

Properties
Gap between HOMO and LUMO (alpha / beta) in Eh: 0.2690 / 0.2690
ΔE to the lowest compared entry with this formula, charge and spin in kJ/mol: 446.3

The geometry in XYZ format:
```
15
Properties=species:S:1:pos:R:3:forces:R:3
O -1.524881 1.511527 -1.791173 -1.782 0.462 -0.454
H 0.053330 -1.330804 -2.209174 0.667 0.366 0.893
H -1.212278 -0.892603 -0.974055 1.554 0.044 -0.699
H 1.684408 -0.923958 -0.059847 -2.198 -0.367 -0.881
H -0.975997 -0.459975 0.929169 0.746 1.077 0.484
C 0.134257 1.371955 0.273514 2.273 0.990 -0.592
H 0.604791 -0.267762 1.864485 -0.900 0.749 -1.635
S 1.331276 1.624024 -3.314535 -0.486 1.016 1.056
N 0.611331 -0.986666 -0.087693 4.168 -1.248 0.175
S -0.169472 1.106920 -1.522843 1.042 -0.499 0.401
H 1.151577 1.942605 0.288225 -1.272 -1.645 0.312
C -0.088778 -0.787266 -1.250954 -2.749 0.597 -1.809
H -0.529327 2.171928 0.612209 -0.531 -0.686 -0.004
O 1.635950 0.274547 -3.814138 0.446 -1.365 -0.593
C 0.087669 -0.090449 0.841693 -0.980 0.508 3.345
```
Forces are in eV/Å.

Atom charges from the natural (NBO) analysis, given in e for atoms 1 to 8: atom 1 (O): -0.946, atom 2 (H): 0.275, atom 3 (H): 0.217, atom 4 (H): 0.389, atom 5 (H): 0.207, atom 6 (C): -0.654, atom 7 (H): 0.228, atom 8 (S): 0.588


No. 3
Here is the molecule C6H8O2 from the Open Molecules 2025 dataset. Energies are from ωB97M-V with the def2-TZVPD basis set.

Properties
Gap between HOMO and LUMO in Eh: 0.3621
ΔE to the lowest compared entry with this formula, charge and spin in kJ/mol: 109.8

The geometry in XYZ format:
```
16
Properties=species:S:1:pos:R:3:forces:R:3
H -0.818486 -2.507212 0.580144 0.249 1.388 0.012
C -1.121998 -0.279062 0.024778 -1.036 -2.126 -0.524
C -0.091974 0.725610 0.469890 -1.075 0.223 -0.001
C -0.434929 -1.697085 -0.109977 -1.614 -1.151 0.474
O 2.202860 0.692481 -0.274404 1.841 1.418 -0.830
H 1.522305 -1.681199 0.951369 -0.567 -0.017 -0.440
C 0.992655 -1.402042 0.011553 4.622 -0.110 -1.714
C -0.450342 2.038217 -0.138084 -0.729 4.078 0.563
H -1.295052 2.566093 0.453617 1.349 -0.923 -0.949
H 1.697091 -1.852718 -0.860903 -1.701 0.897 1.997
C 1.191065 0.150203 -0.042052 -1.481 -2.934 1.723
H -0.768987 2.114223 -1.196376 -0.120 -1.164 0.523
H 0.389767 2.786300 -0.196390 -0.424 -0.889 0.745
H -0.138025 0.654518 1.617219 0.413 0.441 -1.472
O -2.272518 -0.050267 -0.256734 0.730 -0.027 0.315
H -0.603427 -2.258065 -1.033643 -0.458 0.894 -0.423
```
Forces are in eV/Å.

Atom charges from the natural (NBO) analysis, given in e for atoms 1 to 8: atom 1 (H): 0.248, atom 2 (C): 0.627, atom 3 (C): -0.477, atom 4 (C): -0.559, atom 5 (O): -0.501, atom 6 (H): 0.242, atom 7 (C): -0.529, atom 8 (C): -0.628


No. 4
Here is the ion C5H13N2 with charge +1 from the Open Molecules 2025 dataset. Energies are from ωB97M-V with the def2-TZVPD basis set.

Properties
Gap between HOMO and LUMO in Eh: 0.2730
ΔE to the lowest compared entry with this formula, charge and spin in kJ/mol: 251.9
Charge: +1

The geometry in XYZ format:
```
20
Properties=species:S:1:pos:R:3:forces:R:3
H 0.294049 -0.688621 -1.739404 -0.578 0.609 -0.069
H 0.876132 -3.131496 -1.242974 0.420 0.600 -0.094
H 0.200962 2.829111 0.783346 -0.143 0.499 0.765
N 0.789534 -2.904525 -0.245715 -0.564 -0.802 -0.923
C 0.841008 -1.391681 0.103939 -0.852 -1.139 -0.317
H -1.908117 1.629952 -1.565108 -0.147 0.005 0.323
H 1.838811 -1.054978 -0.155528 0.073 0.074 0.444
H -1.103861 -1.315270 -0.883813 -0.069 0.037 0.115
H -0.362820 1.457249 -2.261459 0.300 0.160 0.156
N 0.048413 2.210597 1.572127 -0.114 -0.781 -0.498
H 1.443320 -3.539482 0.215395 0.195 0.416 0.340
H -0.146313 -3.287696 -0.078582 -0.016 0.289 0.522
H -0.640151 2.755585 -1.093115 -0.040 -0.067 -0.003
H -0.465478 2.517537 2.378268 0.041 0.535 0.008
H 0.607337 -1.421060 1.160545 0.332 0.419 0.128
C -0.270043 0.953386 1.102107 -1.627 0.927 -1.023
C -0.847393 1.708523 -1.313800 0.397 0.124 -0.178
C -0.213159 -0.682441 -0.761358 0.234 -0.520 0.440
C -0.495205 0.726891 -0.224420 0.959 -1.048 -0.351
H -0.715324 0.264682 1.821773 1.201 -0.340 0.216
```
Forces are in eV/Å.

Atom charges from the natural (NBO) analysis, given in e for atoms 1 to 8: atom 1 (H): 0.214, atom 2 (H): 0.434, atom 3 (H): 0.387, atom 4 (N): -0.688, atom 5 (C): -0.183, atom 6 (H): 0.235, atom 7 (H): 0.238, atom 8 (H): 0.201


Question: Number 4 is which compound?
Answer: C5H13N2


Please write out number 3 again, unchanged.
Here is the molecule C6H8O2 from the Open Molecules 2025 dataset. Energies are from ωB97M-V with the def2-TZVPD basis set.

Properties
Gap between HOMO and LUMO in Eh: 0.3621
ΔE to the lowest compared entry with this formula, charge and spin in kJ/mol: 109.8

The geometry in XYZ format:
```
16
Properties=species:S:1:pos:R:3:forces:R:3
H -0.818486 -2.507212 0.580144 0.249 1.388 0.012
C -1.121998 -0.279062 0.024778 -1.036 -2.126 -0.524
C -0.091974 0.725610 0.469890 -1.075 0.223 -0.001
C -0.434929 -1.697085 -0.109977 -1.614 -1.151 0.474
O 2.202860 0.692481 -0.274404 1.841 1.418 -0.830
H 1.522305 -1.681199 0.951369 -0.567 -0.017 -0.440
C 0.992655 -1.402042 0.011553 4.622 -0.110 -1.714
C -0.450342 2.038217 -0.138084 -0.729 4.078 0.563
H -1.295052 2.566093 0.453617 1.349 -0.923 -0.949
H 1.697091 -1.852718 -0.860903 -1.701 0.897 1.997
C 1.191065 0.150203 -0.042052 -1.481 -2.934 1.723
H -0.768987 2.114223 -1.196376 -0.120 -1.164 0.523
H 0.389767 2.786300 -0.196390 -0.424 -0.889 0.745
H -0.138025 0.654518 1.617219 0.413 0.441 -1.472
O -2.272518 -0.050267 -0.256734 0.730 -0.027 0.315
H -0.603427 -2.258065 -1.033643 -0.458 0.894 -0.423
```
Forces are in eV/Å.

Atom charges from the natural (NBO) analysis, given in e for atoms 1 to 8: atom 1 (H): 0.248, atom 2 (C): 0.627, atom 3 (C): -0.477, atom 4 (C): -0.559, atom 5 (O): -0.501, atom 6 (H): 0.242, atom 7 (C): -0.529, atom 8 (C): -0.628


Question: Among the records above, which one has the highest ΔE to the lowest compared entry with this formula, charge and spin?
Answer: C3H7NO2S2